Run A
10
Properties=species:S:1:pos:R:3:mulliken_charge:R:1 method="wB97M-V/def2-TZVPD" orbital_gap_ev=10.69 charge=0 e_lumo_ha=0.024
C -0.14 -0.16 0.89 -0.399
C -0.49 -0.42 -0.56 -0.583
H -0.66 0.86 0.92 0.225
H -0.51 -1.00 1.64 0.284
H -1.43 -1.10 -0.59 0.321
H 0.00 -1.09 -0.91 0.543
H -0.80 0.47 -2.31 0.325
H 1.63 -0.92 1.26 0.324
O -0.52 0.66 -1.35 -0.533
O 1.22 0.12 1.10 -0.507


Run B
10
Properties=species:S:1:pos:R:3:mulliken_charge:R:1 method="wB97M-V/def2-TZVPD" orbital_gap_ev=10.73 charge=0 e_lumo_ha=0.028
O -1.04 -2.74 1.77 -0.454
C -0.72 -1.79 1.10 0.150
C 0.49 -0.95 1.36 -0.834
H -1.41 -1.47 0.30 0.324
H 1.00 -0.61 0.46 0.288
H 1.18 -1.52 1.99 0.275
H 0.22 -0.07 1.94 0.250
H 1.15 5.03 -3.29 0.321
H 1.34 3.48 -3.24 0.318
O 0.72 4.19 -3.42 -0.640


Run C
10
Properties=species:S:1:pos:R:3:mulliken_charge:R:1 method="wB97M-V/def2-TZVPD" orbital_gap_ev=10.72 charge=0 e_lumo_ha=0.035
C 1.32 -0.31 -0.09 -0.597
C -0.91 0.57 0.16 -0.216
H 0.88 -1.31 0.14 0.303
H 2.20 -0.25 -0.69 0.272
H 1.54 -0.11 1.09 0.206
H -1.26 1.45 -0.04 0.315
H -0.72 0.36 1.33 0.258
H -1.86 -0.42 -1.09 0.299
O 0.35 0.57 -0.59 -0.384
O -1.55 -0.56 -0.23 -0.456


Run D
10
Properties=species:S:1:pos:R:3:mulliken_charge:R:1 method="wB97M-V/def2-TZVPD" orbital_gap_ev=10.84 charge=0 e_lumo_ha=0.028
C -0.60 0.56 0.16 -0.949
C 0.68 -0.32 0.17 0.274
O 1.75 0.44 -0.27 -0.517
O 0.65 -1.48 -0.61 -0.538
H -0.92 0.65 -0.93 0.243
H -1.45 0.20 0.73 0.354
H -0.48 1.60 0.69 0.267
H 0.92 -0.45 1.21 0.233
H 1.90 0.54 -1.22 0.314
H -0.06 -2.21 -0.41 0.317


The structure with the least stability is run A.


Run A
18
Properties=species:S:1:pos:R:3:mulliken_charge:R:1 method="wB97M-V/def2-TZVPD" orbital_gap_ev="7.58 / 8.27" charge=0 e_lumo_ha="0.026 / 0.020"
C 2.27 1.25 1.11 -0.713
C -2.53 0.22 -0.21 -0.636
C 0.45 -1.51 0.21 -0.640
C -1.60 1.32 -0.55 -0.721
C 1.62 -0.87 -0.48 -0.572
S 1.70 0.97 -0.45 0.016
H 2.07 2.33 1.30 0.271
H 2.61 0.38 1.62 0.362
H -2.12 -0.65 -0.83 0.111
H -3.61 0.27 -0.55 0.318
H -0.39 -1.50 -0.52 -0.029
H 0.52 -2.54 0.35 0.439
H 0.25 -1.01 1.27 0.220
H -1.83 1.60 -1.59 0.266
H -2.59 0.01 0.85 0.279
H -1.10 1.89 0.22 0.381
H 1.54 -1.07 -1.63 0.319
H 2.72 -1.10 -0.13 0.328


Run B
18
Properties=species:S:1:pos:R:3:mulliken_charge:R:1 method="wB97M-V/def2-TZVPD" orbital_gap_ev=9.78 charge=0 e_lumo_ha=0.027
C -2.75 -0.84 -0.21 -1.173
C -1.52 -0.13 0.49 0.450
C -1.54 1.23 -0.14 -1.617
C -0.16 -0.50 0.02 -0.685
C 0.97 0.45 0.33 -0.774
H -3.23 -0.09 -1.25 0.217
H -2.77 -2.07 -0.54 0.281
H -3.60 -0.66 0.59 0.318
H -1.51 0.07 1.50 0.525
H -2.62 1.81 -0.18 0.296
H -0.71 1.89 0.32 0.392
H -1.16 1.19 -1.15 0.474
H 0.07 -1.39 0.34 0.633
H -0.46 -0.32 -1.09 0.202
H 1.00 1.36 -0.38 0.289
H 0.98 0.64 1.41 0.271
H 2.76 -1.24 0.88 0.125
S 2.58 -0.15 -0.21 -0.223


The structure with the least stability is run A.


Run A
18
Properties=species:S:1:pos:R:3:mulliken_charge:R:1 method="wB97M-V/def2-TZVPD" orbital_gap_ev=9.97 charge=0 e_lumo_ha=0.035
C -2.00 -1.10 -0.15 -1.145
C -0.65 -0.10 0.23 -0.015
C -1.07 1.36 -0.25 -0.893
C 0.69 -0.62 -0.08 -0.312
C 1.71 0.45 0.24 -0.606
H -1.62 -1.20 -1.22 0.318
H -2.03 -2.07 0.47 0.271
H -2.91 -0.56 -0.30 0.394
H -0.55 0.23 1.35 0.191
H -1.87 1.93 0.51 0.249
H 0.08 2.01 -0.34 0.201
H -1.63 1.20 -1.28 0.243
H 0.98 -1.25 0.80 0.314
H 0.96 -0.97 -1.10 0.295
H 1.67 1.43 -0.34 0.226
H 1.63 0.74 1.32 0.394
H 3.29 -1.34 0.37 0.114
S 3.32 -0.15 -0.23 -0.240


Run B
18
Properties=species:S:1:pos:R:3:mulliken_charge:R:1 method="wB97M-V/def2-TZVPD" orbital_gap_ev=9.49 charge=0 e_lumo_ha=0.040
C 1.78 -2.22 0.19 -1.071
C 0.31 -2.35 0.49 -0.560
C -0.56 -1.28 -0.16 -0.713
C -0.43 0.08 0.52 -0.587
S -0.46 1.37 -0.76 -0.102
C -0.40 2.89 0.21 -0.844
H 2.33 -3.06 0.60 0.344
H 1.99 -2.23 -0.89 0.295
H 2.19 -1.30 0.60 0.285
H 0.19 -2.24 1.58 0.277
H -0.07 -3.37 0.35 0.368
H -1.60 -1.59 -0.09 0.323
H -0.35 -1.21 -1.24 0.344
H -1.27 0.25 1.19 0.407
H 0.48 0.17 1.10 0.365
H -0.48 2.71 1.28 0.291
H -1.23 3.53 -0.09 0.302
H 0.56 3.39 0.05 0.275


The structure with the least stability is run A.


Run A
13
Properties=species:S:1:pos:R:3:mulliken_charge:R:1 method="wB97M-V/def2-TZVPD" orbital_gap_ev=9.47 charge=+1 e_lumo_ha=-0.210
C 0.19 1.85 -0.18 -0.276
C 0.18 0.71 -0.90 -0.310
C -1.03 -1.30 0.20 -0.744
N 0.15 1.58 1.20 -0.265
N -0.02 0.41 1.42 -0.001
N 0.04 -0.31 0.16 0.217
S 1.61 -1.25 0.38 0.063
H 0.01 2.89 -0.50 0.430
H 0.26 0.41 -1.94 0.490
H -1.95 -0.86 0.03 0.380
H -0.97 -2.14 -0.49 0.325
H -0.84 -1.55 1.19 0.440
H 2.38 -0.45 -0.57 0.252


Run B
13
Properties=species:S:1:pos:R:3:mulliken_charge:R:1 method="wB97M-V/def2-TZVPD" orbital_gap_ev=10.47 charge=+1 e_lumo_ha=-0.133
C -1.20 -0.81 1.11 -0.382
C 0.07 -1.38 0.68 0.077
C 0.56 0.71 -0.93 0.576
N -0.05 0.04 1.18 0.363
N 0.14 1.07 0.22 -0.743
N 0.82 1.43 -1.99 -0.369
S 0.66 -1.26 -1.04 -0.153
H -1.95 -0.37 0.31 0.235
H -1.54 -1.10 2.04 0.313
H 0.57 -2.06 1.42 0.328
H 0.29 0.35 2.03 0.267
H 0.94 2.41 -2.14 0.251
H 0.68 0.97 -2.91 0.238


The structure with the least stability is run A.


Run A
10
Properties=species:S:1:pos:R:3:mulliken_charge:R:1 method="wB97M-V/def2-TZVPD" orbital_gap_ev=10.80 charge=0 e_lumo_ha=0.029
C -0.97 -0.60 0.71 0.035
C -0.49 0.66 0.11 -0.509
C 0.77 0.08 -0.71 -0.152
N -0.33 -1.63 0.34 -0.274
O 0.65 -1.29 -0.59 -0.186
Br 2.53 0.67 0.08 -0.203
H -1.69 -0.57 1.64 0.297
H -1.37 1.06 -0.45 0.254
H -0.06 1.38 0.63 0.386
H 0.97 0.24 -1.75 0.353


Run B
10
Properties=species:S:1:pos:R:3:mulliken_charge:R:1 method="wB97M-V/def2-TZVPD" orbital_gap_ev="8.17 / 8.17" charge=0 e_lumo_ha="-0.012 / -0.012"
C -0.45 0.86 1.52 -0.055
C 0.03 -1.63 0.46 -0.165
C -0.73 1.68 -0.75 -0.297
N -0.90 1.26 0.48 -0.014
O 0.92 -1.18 -0.20 -0.399
Br -1.24 1.38 3.16 -0.118
H 0.39 -2.26 1.31 0.258
H -1.07 -1.51 0.42 0.293
H -1.32 1.17 -1.51 0.226
H -0.25 2.65 -0.94 0.272


Run C
10
Properties=species:S:1:pos:R:3:mulliken_charge:R:1 method="wB97M-V/def2-TZVPD" orbital_gap_ev=10.63 charge=0 e_lumo_ha=0.033
C -0.18 -0.77 -0.05 -0.236
C -1.53 -0.81 0.11 -0.238
C -0.90 1.21 -0.02 -0.013
N 0.20 0.54 -0.14 -0.330
O -1.99 0.46 0.13 -0.292
Br 4.22 -0.09 0.00 -0.241
H 0.52 -1.57 -0.12 0.369
H 2.88 0.34 -0.09 0.226
H -2.24 -1.60 0.23 0.372
H -0.99 2.28 -0.04 0.383


The structure with the least stability is run B.


Run A
21
Properties=species:S:1:pos:R:3:mulliken_charge:R:1 method="wB97M-V/def2-TZVPD" orbital_gap_ev=7.15 charge=+1 e_lumo_ha=-0.184
C 0.82 -0.41 -1.68 -1.420
C -1.93 -0.53 1.17 -1.373
C -0.06 0.04 -0.47 0.684
C -1.19 -0.76 -0.03 0.219
N 0.41 0.95 0.36 -0.267
N 2.16 3.13 -0.06 -0.883
S -0.85 -3.93 0.22 -0.217
S -1.69 -1.96 -1.09 0.064
H 1.66 0.17 -1.71 0.456
H 1.01 -1.45 -1.57 0.385
H 0.18 -0.26 -2.54 0.385
H -1.31 -0.88 2.06 0.309
H -2.19 0.59 1.27 0.405
H -2.82 -1.10 1.18 0.391
H 1.30 1.48 0.04 0.314
H -0.19 1.38 1.00 0.243
H 1.69 3.69 0.68 0.265
H 3.20 2.98 0.27 0.286
H 2.16 3.56 -0.91 0.227
H -2.02 -3.78 0.80 0.256
H -0.35 -2.91 1.03 0.269


Run B
21
Properties=species:S:1:pos:R:3:mulliken_charge:R:1 method="wB97M-V/def2-TZVPD" orbital_gap_ev=9.75 charge=+1 e_lumo_ha=-0.119
C -0.67 -0.68 1.87 -1.827
C 0.50 -1.28 -1.71 -1.597
C -0.65 -0.07 0.46 0.630
C 0.69 -0.46 -0.38 0.211
N -0.78 1.32 0.45 -0.514
N 1.38 0.91 -0.61 -0.363
S -2.19 -1.05 -0.59 -0.100
S 1.95 -1.41 0.53 -0.110
H -1.57 -0.54 2.44 0.395
H -0.59 -1.80 1.84 0.375
H 0.26 -0.32 2.28 0.598
H 1.34 -1.63 -2.31 0.385
H 0.05 -2.23 -1.44 0.465
H -0.23 -0.85 -2.37 0.521
H -0.96 1.77 1.24 0.154
H -1.23 1.65 -0.35 0.330
H 0.59 1.60 -0.13 0.425
H 2.32 0.93 -0.28 0.324
H 1.45 1.30 -1.67 0.379
H -2.91 -0.02 -0.20 0.182
H 1.02 -2.06 1.22 0.139


The structure with the least stability is run B.